No. 1
Formula: C3H2ClIO
Source: the Open Molecules 2025 dataset
Level of theory: ωB97M-V with the def2-TZVPD basis set

Geometry (Å):
C: 0.9695 1.0226 -0.1545
C: -0.1282 0.1671 0.0721
C: -0.5688 -1.5252 0.0347
O: -0.2262 -2.3397 0.7942
Cl: -1.7534 -1.6768 -1.1859
I: 0.8343 2.9922 0.5067
H: 1.9726 0.8549 -0.3964
H: -1.0998 0.5048 0.3291

LUMO (eV): 0.0564
HOMO-LUMO gap (eV): 9.40
HOMO level (eV): -9.3
Structure (SMILES): O=C(Cl)/C=C/I

These are the Löwdin partial charges, in e, on atoms 1 to 4: C -0.624; C -0.159; C -0.826; O 0.077


No. 2
Formula: C3H2ClNO2
Source: the Open Molecules 2025 dataset
Level of theory: ωB97M-V with the def2-TZVPD basis set

Geometry (Å):
C: 0.9073 -0.3050 0.0040
C: -1.1464 -0.0875 -0.0165
C: -0.6679 1.1448 -0.0341
H: 2.1035 -1.6999 0.0970
H: -1.0804 2.1535 -0.0304
N: -0.1706 -1.0275 -0.0392
O: 2.1470 -0.7421 -0.0124
O: 0.7150 1.0075 0.0244
Cl: -2.8075 -0.4439 0.0072

LUMO (eV): 0.6234
HOMO-LUMO gap (eV): 9.71
HOMO level (eV): -9.1
Structure (SMILES): Oc1nc(Cl)co1

These are the Löwdin partial charges, in e, on atoms 1 to 4: C -0.494; C -0.805; C -0.101; H 0.137


No. 3
Formula: C3H2ClNO2
Source: the Open Molecules 2025 dataset
Level of theory: ωB97M-V with the def2-TZVPD basis set

Geometry (Å):
C: 2.7960 0.3098 0.3922
C: 3.3049 0.5977 -0.9737
C: -0.3467 1.7576 0.9192
N: 1.9474 0.4726 -0.6792
O: 3.0070 0.2366 1.5363
O: 4.1438 0.9001 -1.7397
Cl: -0.1540 0.9339 -0.5090
H: 0.2098 2.7399 1.0380
H: -0.6595 1.0809 1.7877

LUMO (spin up / spin down) (eV): -0.7299 / -1.9103
HOMO-LUMO gap (spin up / spin down) (eV): 8.20 / 6.63
HOMO level (spin up / spin down) (eV): -8.9 / -8.5

These are the Löwdin partial charges, in e, on atoms 1 to 4: C -0.415; C -0.358; C -0.463; N 0.033


No. 4
Formula: C3H2ClNO2S
Source: the Open Molecules 2025 dataset
Level of theory: ωB97M-V with the def2-TZVPD basis set

Geometry (Å):
C: 1.2660 -0.9415 0.0693
C: -0.9221 -1.1177 -0.3399
C: 2.2509 -0.2413 0.2204
N: 0.2672 -1.4291 -0.5909
O: -0.0734 2.0389 0.3018
O: -1.4011 -0.1369 0.5302
S: -1.3479 1.4813 0.6356
Cl: 3.6738 0.4669 0.7078
H: -2.0582 1.4308 -0.5433
H: -1.6552 -1.5512 -0.9910

LUMO (eV): -0.0313
HOMO-LUMO gap (eV): 9.12
HOMO level (eV): -9.1

These are the Löwdin partial charges, in e, on atoms 1 to 4: C -0.208; C -0.199; C -0.554; N 0.090


No. 5
Formula: C3H2ClNS
Source: the Open Molecules 2025 dataset
Level of theory: ωB97M-V with the def2-TZVPD basis set

Geometry (Å):
C: 0.3989 0.8173 -0.1948
C: -0.7000 -0.0901 0.2103
C: -0.2885 -1.4866 0.4109
H: -0.0264 1.3443 -1.0461
H: 0.7804 1.5011 0.5242
N: 0.1586 -2.5608 0.4669
S: -2.1452 0.4384 0.5651
Cl: 1.8223 0.0363 -0.9365

LUMO (eV): -1.7756
HOMO-LUMO gap (eV): 8.31
HOMO level (eV): -10.1
Structure (SMILES): N#CC(=S)CCl

These are the Löwdin partial charges, in e, on atoms 1 to 4: C -0.610; C -0.871; C -0.282; H 0.070


No. 6
Formula: C3H2ClNS2
Source: the Open Molecules 2025 dataset
Level of theory: ωB97M-V with the def2-TZVPD basis set

Geometry (Å):
C: 0.4162 0.3598 0.3708
C: -0.3344 -0.6776 -0.3042
C: -0.1790 1.5214 0.5995
N: 0.3914 -1.6478 -0.7207
S: 2.1473 0.1114 0.6617
S: 0.5804 -2.8923 -1.4853
Cl: -2.0447 -0.5262 -0.5311
H: 0.2776 2.2414 1.2192
H: -1.2548 1.5099 0.1900

LUMO (spin up / spin down) (eV): -3.2172 / -3.1892
HOMO-LUMO gap (spin up / spin down) (eV): 4.65 / 4.77
HOMO level (spin up / spin down) (eV): -7.9 / -8.0

These are the Löwdin partial charges, in e, on atoms 1 to 4: C -0.850; C -0.778; C -0.034; N -0.612


No. 7
Formula: C3H2ClO3
Source: the Open Molecules 2025 dataset
Level of theory: ωB97M-V with the def2-TZVPD basis set

Geometry (Å):
C: 1.1660 0.8994 -0.1357
C: -1.1896 -0.3255 -0.0362
C: 0.3216 -0.3923 0.2221
O: 2.3118 0.7320 -0.4659
O: 0.4907 1.9441 -0.0668
O: -0.6179 -0.3996 1.2261
Cl: 0.9719 -1.9360 -0.2896
H: -1.6241 0.7267 -0.2243
H: -1.8304 -1.2487 -0.2295

LUMO (eV): 3.6845
HOMO-LUMO gap (eV): 8.29
Charge: -1
HOMO level (eV): -4.6
Structure (SMILES): O=C([O-])[C@]1(Cl)CO1

These are the Löwdin partial charges, in e, on atoms 1 to 4: C -0.760; C -0.187; C -0.744; O -0.032


No. 8
Formula: C3H2ClO3P
Source: the Open Molecules 2025 dataset
Level of theory: ωB97M-V with the def2-TZVPD basis set

Geometry (Å):
C: 1.1059 0.4025 -0.1851
C: 0.7776 -0.8825 0.0625
C: 0.3586 1.6300 0.0755
O: 0.6718 2.7844 0.1212
O: -0.3323 -1.5159 0.4486
O: -2.5846 -1.5753 -0.6983
P: -2.0380 -1.2992 0.6263
Cl: -1.4632 1.2177 0.2857
H: 2.0090 0.8489 -0.6454
H: 1.4952 -1.6106 -0.0911

LUMO (eV): -0.4914
HOMO-LUMO gap (eV): 9.89
HOMO level (eV): -10.4

These are the Löwdin partial charges, in e, on atoms 1 to 4: C -0.073; C -0.177; C -0.659; O 0.078


Going through the records in order, we get relative energy (zero: lowest compared OMol25 entry of this formula, charge and spin) values of 30.98, 9.45, 127.96, 69.54, 26.22, 74.01, 10.48, 10.54 kcal/mol.